[1]
16
Properties=species:S:1:pos:R:3:forces:R:3:lowdin_charge:R:1 method="wB97M-V/def2-TZVPD" total_charge=+3 orbital_gap_ev=2.496 spin_multiplicity=1
Sr -5.268670 2.440500 0.807298 0.521 0.503 -0.070 1.822
Pb -1.599139 1.175044 2.382359 2.691 -1.667 0.006 1.593
Pb -0.602435 4.086823 -0.108038 0.137 -1.269 0.036 1.537
C 0.462847 0.078916 -1.425492 -1.471 2.837 5.624 0.119
C 0.943670 -1.180167 -1.775579 2.591 -4.237 -5.042 -0.256
C 1.551261 -2.114730 -0.668764 2.900 -5.516 -3.996 -0.239
O 2.246174 -3.217629 -0.952506 -3.525 5.819 0.793 0.105
C 1.249359 -1.869151 0.643853 -1.040 3.452 3.925 0.063
C 0.686192 -0.652629 1.164525 0.069 -1.190 -4.631 -0.357
C 0.205329 0.441706 0.047888 3.115 -4.748 -5.211 -0.275
O -0.432742 1.527541 0.287608 -1.732 2.334 2.177 -0.514
O 0.411496 -0.463395 2.371378 -2.449 2.372 1.560 -0.128
O 1.016072 -1.546537 -3.024413 -0.611 1.771 5.313 0.133
H 0.245021 0.800561 -2.198917 -0.231 0.017 -0.087 0.120
H 1.601423 -2.543214 1.410716 -0.052 -0.304 -0.063 0.149
F -2.715857 3.036360 1.038083 -0.914 -0.173 -0.334 -0.872

[2]
8
Properties=species:S:1:pos:R:3:forces:R:3:lowdin_charge:R:1 method="wB97M-V/def2-TZVPD" orbital_gap_ev="8.065 / 7.499" spin_multiplicity=1 relative_energy_kj_mol=414.6
C -1.176331 0.386881 0.629836 0.965 0.106 -1.996 -0.649
C 1.419190 -1.283260 0.034253 -1.331 1.209 -0.822 -0.390
N -0.841191 -0.271867 1.577282 1.018 -1.818 1.417 0.118
P 1.243052 -0.390732 -1.274717 -0.035 -0.390 -0.312 0.548
P -0.858051 0.387218 -1.193288 -0.284 -2.052 -0.399 0.607
H -1.738984 1.232386 0.809128 -1.850 2.225 0.613 0.020
H 2.135060 -1.612101 0.694878 1.257 -1.117 1.290 -0.084
H -0.182744 1.551475 -1.277373 0.261 1.836 0.209 -0.169

[3]
17
Properties=species:S:1:pos:R:3:forces:R:3:lowdin_charge:R:1 method="wB97M-V/def2-TZVPD" orbital_gap_ev="7.502 / 7.503" spin_multiplicity=1 relative_energy_kj_mol=163.5
C -2.454974 0.778769 0.487903 -0.901 0.898 -0.314 -0.135
C -2.005331 -0.267037 1.198755 1.424 -2.905 2.224 -0.078
C -1.826554 1.290723 -0.595689 1.440 1.455 -3.017 -0.074
C -0.778923 -0.910761 0.898249 -1.268 3.918 -2.735 -0.052
C -0.606904 0.682221 -0.979206 -0.183 1.374 -0.670 -0.115
C -0.061133 -0.349570 -0.211831 -0.240 -1.291 -0.361 -0.358
N 3.322188 0.152583 0.154624 -1.575 -1.226 -0.452 -0.424
O 3.810245 1.023417 -0.540056 -0.071 -0.083 0.029 -0.074
O 3.686511 -0.099102 1.292571 -0.090 0.093 -0.318 -0.077
Si 1.478133 -1.231434 -0.805992 0.916 3.166 2.854 0.970
H -3.359967 1.165381 0.843821 -1.280 0.860 0.143 0.096
H -2.657624 -0.553659 2.054130 0.881 -0.162 -0.634 0.124
H -2.215649 2.177223 -1.259953 0.614 -1.889 1.666 0.149
H -0.289574 -1.671871 1.361746 0.595 -2.169 1.811 0.056
H -0.066976 1.109978 -1.878336 -0.597 -0.728 1.185 0.123
H 2.132172 -0.979267 -2.004194 0.249 0.042 -1.884 -0.071
H 1.894353 -2.317595 -0.016541 0.086 -1.353 0.473 -0.060

[4]
41
Properties=species:S:1:pos:R:3:forces:R:3:lowdin_charge:R:1 method="wB97M-V/def2-TZVPD" orbital_gap_ev=9.585 spin_multiplicity=1 relative_energy_kj_mol=53.7
C 3.075042 -3.900451 -2.451097 -0.600 -0.294 -0.578 -0.110
S 1.837355 -4.421904 -3.660910 0.437 0.515 0.043 0.600
O 0.948718 -5.352792 -3.044931 -0.106 0.144 0.246 -0.285
O 2.487854 -4.774882 -4.882380 0.149 0.191 -0.103 -0.293
N 1.035950 -2.994407 -4.010592 0.450 -0.742 -0.320 -0.064
C 0.293366 -2.224636 -3.135981 -0.390 0.280 0.663 -0.282
C -0.163617 -2.767278 -1.932346 -0.136 0.121 0.086 -0.016
C -0.897213 -1.984592 -1.061362 0.060 -0.064 -0.026 -0.036
C -1.175084 -0.670151 -1.385244 -0.323 0.446 0.313 -0.292
S -2.075603 0.334864 -0.222999 0.337 0.035 0.345 0.653
O -3.091646 -0.442344 0.419851 0.127 -0.225 0.085 -0.286
O -2.444413 1.571671 -0.856506 0.248 -0.164 -0.194 -0.295
N -0.880647 0.597763 0.927981 -0.646 -0.313 -0.377 -0.121
C 0.046982 1.658231 0.586929 0.417 0.363 -0.351 -0.246
C 0.905455 2.042173 1.796438 -0.257 -0.145 -0.192 -0.135
C 0.040935 2.623394 2.880137 0.136 -0.035 0.043 -0.252
C -0.373543 3.947935 2.810408 -0.009 -0.010 0.030 -0.041
C -1.215540 4.474239 3.773048 -0.015 0.075 -0.039 -0.078
C -1.658755 3.680274 4.817682 -0.048 -0.011 0.086 -0.089
C -1.252147 2.359906 4.896233 -0.092 -0.009 0.093 -0.079
C -0.407987 1.834962 3.932280 0.048 0.030 -0.014 -0.060
C -0.741026 -0.123750 -2.577039 -0.042 0.041 -0.047 -0.053
C -0.005018 -0.897177 -3.454150 0.077 -0.230 -0.037 -0.007
H 3.777832 -3.249053 -2.952428 0.076 0.132 -0.109 0.067
H 3.572482 -4.791163 -2.089734 0.023 -0.195 0.032 0.070
H 2.568563 -3.392481 -1.641093 -0.098 0.095 0.166 0.056
H 1.320442 -2.572197 -4.878493 0.141 -0.091 -0.130 0.124
H 0.031877 -3.804575 -1.715817 -0.082 -0.043 0.124 0.097
H -1.274499 -2.379419 -0.132290 0.001 -0.164 0.119 0.121
H -1.317920 0.754144 1.827773 -0.302 -0.048 0.131 0.091
H -0.498387 2.537270 0.218318 0.195 -0.037 0.049 0.114
H 0.677148 1.279769 -0.224146 0.065 0.156 0.027 0.119
H 1.648898 2.773010 1.473671 0.015 -0.059 -0.003 0.120
H 1.421141 1.152260 2.160044 0.089 0.029 0.010 0.117
H -0.031228 4.569791 1.995591 0.041 0.075 -0.096 0.115
H -1.528465 5.505831 3.707870 -0.023 0.084 -0.005 0.103
H -2.317846 4.090183 5.568238 -0.050 0.031 0.061 0.101
H -1.593357 1.735515 5.708758 -0.028 -0.046 0.066 0.104
H -0.087189 0.804784 4.002035 0.057 -0.112 0.009 0.115
H -0.994796 0.900091 -2.801582 0.018 0.117 -0.105 0.117
H 0.335888 -0.484807 -4.392164 0.042 0.079 -0.098 0.115

[5]
50
Properties=species:S:1:pos:R:3:forces:R:3:lowdin_charge:R:1 method="wB97M-V/def2-TZVPD" total_charge=-2 orbital_gap_ev="3.246 / 6.610" spin_multiplicity=2 relative_energy_kj_mol=98.2
Hg -0.020564 0.509806 -0.460685 -0.426 0.387 0.214 1.279
O -2.138499 -0.481020 -1.264973 -0.229 -0.134 -0.175 -0.118
C -3.303199 -0.488947 -0.798484 0.279 0.106 -0.146 -0.404
C -4.065072 -1.705236 -0.711640 -0.302 -0.291 0.017 -0.020
C -5.372266 -1.719504 -0.310379 0.255 0.042 -0.064 -0.127
C -6.042690 -0.529522 0.042174 -0.173 0.137 0.045 -0.156
C -5.334680 0.647148 0.023144 -0.024 -0.017 -0.005 -0.100
C -3.977811 0.699414 -0.343250 -0.111 -0.105 0.127 -0.164
C -3.290716 1.942648 -0.206957 0.052 -0.003 -0.076 -0.135
N -2.030642 2.162659 -0.303524 0.047 -0.069 -0.024 -0.024
C -1.609058 3.524014 -0.108189 0.045 0.219 0.039 -0.263
C -0.401229 3.827495 -0.980457 -0.299 0.150 -0.025 -0.265
N 0.693010 2.963483 -0.621601 0.012 -0.101 0.120 -0.027
C 1.676377 3.541494 -0.029479 -0.004 -0.057 -0.084 -0.131
C 2.893532 2.968252 0.447842 0.150 -0.025 0.181 -0.162
C 3.874914 3.831457 0.969769 -0.022 0.015 -0.015 -0.097
C 5.094823 3.378728 1.407770 0.049 0.265 0.038 -0.156
C 5.358968 1.995674 1.348583 -0.235 -0.180 -0.127 -0.126
C 4.420083 1.118641 0.878436 0.442 -0.021 0.179 -0.022
C 3.138304 1.551859 0.397280 -0.290 -0.116 -0.221 -0.396
O 2.311184 0.722349 -0.053886 0.553 0.079 0.103 -0.120
H -3.552611 -2.623169 -0.972139 0.055 0.039 -0.015 0.108
H -5.903087 -2.664644 -0.252235 0.007 -0.013 -0.026 0.086
H -7.084758 -0.552569 0.338714 0.017 0.033 0.005 0.071
H -5.821266 1.577188 0.309839 0.001 -0.005 0.041 0.091
H -3.945499 2.801824 0.022045 0.011 -0.021 0.013 0.111
H -1.311143 3.674600 0.938360 0.013 0.016 -0.012 0.117
H -2.415381 4.239833 -0.336101 0.015 -0.039 0.040 0.102
H -0.142577 4.891959 -0.856292 0.047 -0.058 -0.070 0.097
H -0.667129 3.653481 -2.027505 -0.021 0.011 0.002 0.112
H 1.601934 4.631862 0.126157 0.060 -0.020 -0.073 0.110
H 3.645895 4.894005 1.012498 0.020 0.013 -0.021 0.092
H 5.842566 4.067962 1.781828 -0.030 0.002 0.018 0.072
H 6.323710 1.622642 1.677362 -0.007 -0.022 0.029 0.086
H 4.615646 0.054088 0.839680 -0.037 -0.002 -0.021 0.108
O -0.323272 -2.136178 2.132237 0.042 0.046 -0.078 -0.069
C 0.187733 -2.397945 1.026044 0.001 -0.170 0.236 -0.499
N 0.352102 -1.507741 -0.017010 0.103 -0.190 -0.147 -0.031
C 0.932719 -2.085141 -1.126981 0.045 -0.355 -0.148 -0.528
O 1.117579 -1.454346 -2.195544 -0.005 0.080 0.125 -0.089
C 1.209685 -3.466094 -0.786910 -0.099 0.297 0.070 -0.133
C 1.803023 -4.516682 -1.484884 0.035 -0.151 0.014 -0.068
C 1.935504 -5.745939 -0.863238 0.055 0.112 -0.245 -0.163
C 1.468121 -5.942538 0.462793 -0.078 -0.060 0.243 -0.163
C 0.872106 -4.907814 1.165135 0.031 -0.100 -0.056 -0.069
C 0.740460 -3.665584 0.554152 -0.061 0.275 -0.044 -0.133
H 2.155130 -4.360367 -2.499854 0.006 -0.018 0.011 0.095
H 2.401063 -6.572080 -1.392797 -0.008 0.007 0.002 0.063
H 1.582429 -6.918004 0.927031 -0.013 0.017 0.002 0.062
H 0.504550 -5.053504 2.176119 0.027 -0.002 0.002 0.096

[6]
9
Properties=species:S:1:pos:R:3:forces:R:3:lowdin_charge:R:1 method="wB97M-V/def2-TZVPD" orbital_gap_ev=10.747 spin_multiplicity=1 relative_energy_kj_mol=375.3
C 0.296900 -0.637819 -0.605825 -0.131 0.278 0.418 -0.157
C -0.287643 0.789457 -0.343725 -4.438 -0.847 -2.024 -0.411
O -1.003308 -0.717418 1.808364 -0.167 -0.097 -0.189 -0.295
O 1.326873 0.154118 1.778092 0.067 0.183 -0.250 -0.285
F 0.379396 1.841336 -0.809315 0.098 0.080 0.270 0.027
S 0.109501 -0.170288 1.098345 -0.008 0.093 -0.557 0.682
H -0.395375 -1.333991 -1.051235 -0.084 -0.185 0.085 0.087
H 1.291274 -0.679504 -1.024240 0.300 0.053 0.230 0.100
H -1.717617 0.754108 -0.850461 4.363 0.441 2.018 0.252